Entry 1:
ORCA calculation (the ωB97M-V functional and the def2-TZVPD basis) on 2 unconnected molecules or ions with the total composition C28H23F6N2O2 in a non-equilibrium geometry.

Computed properties:
LUMO level: -6.32 eV
orbital gap: 5.11 eV

```
! RIJCOSX wB97M-V def2-TZVPD def2/J DEFGRID3
* xyz 1 1
F 5.23170 1.66684 3.11321
F -6.43990 -0.40798 3.03466
F 5.43689 0.66754 1.15588
F 5.94899 -0.40584 2.99664
F -5.68763 1.66492 3.12898
F -6.01868 0.68258 1.17126
O 3.35822 -3.73861 4.80589
O 2.22859 -6.44388 8.39033
N 2.44508 -5.09412 6.47443
N 0.98073 -2.38286 6.25236
C -3.93794 -1.40216 2.63094
C -1.51833 -0.96928 2.74881
C 5.05423 0.47628 2.46517
C 1.01764 -0.94091 2.93310
C 3.41919 -1.38971 2.66478
C -1.80484 0.37702 2.34733
C -0.26516 -1.52140 3.12490
C 0.48167 -3.60257 6.86307
C 1.01744 -4.86917 6.17333
C -1.04277 -3.38820 6.93813
C 2.91701 -5.87023 7.56246
C -4.16209 -0.03804 2.49181
C -2.63764 -1.85731 2.76537
C 0.22966 -1.27495 6.85995
C 7.04768 -5.31868 6.82085
C -5.56924 0.47529 2.46118
C 1.31710 0.45019 2.91097
C -1.15574 -1.87384 7.21543
C 4.72821 -4.96067 6.41076
C 3.65270 -0.02428 2.60520
C 6.71600 -6.18483 7.87049
C 2.12156 -1.83692 2.80823
C 6.05161 -4.69981 6.05477
C -3.11179 0.85533 2.31783
C 4.39929 -5.79317 7.45852
C 2.61474 0.90029 2.68140
C 5.37787 -6.44634 8.20698
C 3.48034 -4.49798 5.75927
H -1.95965 -1.42085 6.61108
H -1.00174 1.04593 2.07576
H 4.24853 -2.08513 2.58175
H 1.99640 -2.28281 6.30007
H 8.09273 -5.12852 6.58851
H 0.49108 -5.76219 6.54012
H 0.11072 -0.37324 6.22910
H 0.92248 -4.80719 5.07424
H 6.26305 -4.04582 5.21592
H -3.31345 1.90706 2.12365
H 5.09017 -7.12617 8.99926
H -1.31533 -1.67281 8.28280
H 0.79467 -0.99405 7.78324
H -4.77603 -2.09024 2.62132
H 0.85909 -3.62140 7.92944
H 7.51014 -6.66389 8.43305
H -1.48041 -3.99005 7.75010
H -1.52375 -3.64477 5.98351
H 0.53526 1.17241 3.11454
H 2.80868 1.96042 2.55348
H -0.27826 -2.56023 3.47328
H -2.46061 -2.92136 2.90380
H 1.94101 -2.90380 2.85195
*
```



Entry 2:
ORCA calculation (the ωB97M-V functional and the def2-TZVPD basis) on a molecular structure, C4Cl2MnO4Tl in a non-equilibrium geometry.

Computed properties:
LUMO level (spin up / spin down): -21.72 / -21.84 eV
orbital gap (spin up / spin down): 6.92 / 6.61 eV

```
! RIJCOSX wB97M-V def2-TZVPD def2/J DEFGRID3
* xyz 4 5
Tl -0.38122 0.03054 -1.39867
Mn 0.81298 -0.40147 1.33638
Cl 2.37920 0.48022 -0.52615
Cl -0.59028 -2.16187 0.58066
O -0.15064 2.93434 -3.49748
O -3.79889 -0.24357 -2.40826
O -1.03212 -0.70547 3.77397
O 3.55965 -0.73582 2.08665
C 2.38103 -0.50877 2.07971
C -2.72943 -0.26918 -2.05920
C -0.34009 -0.43708 2.87901
C -0.11020 2.01813 -2.84662
*
```



Entry 3:
ORCA calculation (the ωB97M-V functional and the def2-TZVPD basis) on 2 unconnected molecules or ions with the total composition C3H9N2 in a non-equilibrium geometry.

Computed properties:
LUMO level (spin up / spin down): 1.12 / 1.10 eV
orbital gap (spin up / spin down): 6.62 / 9.62 eV
relative energy (zero: lowest compared OMol25 entry of this formula, charge and spin): 1.295 eV

```
! RIJCOSX wB97M-V def2-TZVPD def2/J DEFGRID3
* xyz 0 2
N 0.54263 -1.20409 -0.08366
N -1.23771 0.16830 1.61022
C 1.82093 0.39966 -1.29296
C -1.68541 1.04102 0.68896
C 0.68069 -0.28627 -1.15760
H 1.87793 1.34733 -1.81802
H -1.24188 0.91255 -0.28368
H 0.18599 -2.11758 -0.33619
H -2.48607 1.73916 0.87827
H -0.07896 -0.18059 -1.90267
H 2.82437 0.05023 -1.05390
H -0.34139 -0.35527 1.60548
H -1.66365 0.12542 2.52195
H 1.42845 -1.28500 0.40386
*
```



Entry 4:
ORCA calculation (the ωB97M-V functional and the def2-TZVPD basis) on 4 unconnected molecules or ions with the total composition C4H14O3 in a non-equilibrium geometry.

Computed properties:
LUMO level: 0.24 eV
orbital gap: 9.17 eV
SMILES: C/C=C/C.O.O.O
relative energy (zero: lowest compared OMol25 entry of this formula, charge and spin): 1.491 eV

```
! RIJCOSX wB97M-V def2-TZVPD def2/J DEFGRID3
* xyz 0 1
O -3.59523 -2.48866 -1.41571
O -1.69081 1.91391 -1.31673
O -1.56616 -1.39903 1.94815
C 1.64475 0.01307 -0.33642
C 1.74817 2.49630 -0.29505
C 1.57167 1.16305 0.35379
C 1.69137 -1.30563 0.37573
H 0.74568 -1.84479 0.42410
H 2.29874 2.28432 -1.21764
H -2.51569 -1.34546 2.03773
H 0.86043 2.95762 -0.75575
H 2.14788 3.26006 0.36595
H -3.27216 -1.70734 -0.99342
H -1.66481 1.62872 -0.41712
H 2.15753 -1.14175 1.34719
H 1.23786 1.11883 1.38634
H 1.72154 0.11213 -1.41565
H -1.45281 1.13593 -1.81507
H -3.19394 -3.25266 -1.00319
H -1.24428 -1.56872 2.83141
H 2.37027 -2.02989 -0.08865
*
```